2 unconnected molecules or ions with the total composition C8H15IN2O2 at a distorted geometry, computed with ωB97M-V with the def2-TZVPD basis set.

As for the highest occupied orbital energy (spin up / spin down): -7.67 / -7.18 eV. The value obtained for the gap between HOMO and LUMO (spin up / spin down) is 7.32 / 6.21 eV. For the energy relative to the best compared isomer or geometry (same formula, charge and spin), the calculation gives 33.1 kcal per mole. The max |F| is 2.97 eV Å⁻¹.

Each line ends with the Löwdin charge.
Atoms and positions in Å:
C -0.0350 -2.7629 -0.2116  -0.14
C -0.5696 0.9042 -0.0385  -0.53
C -0.8009 -2.7478 -1.4625  -0.06
C 2.1471 2.5904 -1.2335  -0.06
C -3.0751 0.5933 0.1945  -0.13
C 1.2059 -0.7119 2.3108  -0.07
C 1.7580 1.2924 -0.5658  -0.26
C -1.7840 1.4660 0.3647  -0.60
N 0.0449 -1.7472 0.5351  -0.05
N 0.1994 -1.6325 1.7722  0.05
O -0.5274 -0.2638 -0.6023  -0.06
O 0.6095 1.6195 0.1958  -0.16
I -1.9139 3.4903 1.0747  0.79
H 0.4063 -3.7507 0.2366  0.16
H -0.2752 -2.2375 -2.2929  0.10
H -1.0645 -3.7854 -1.7588  0.10
H -1.4984 -2.0071 -1.1828  0.05
H 1.3759 2.9568 -1.8283  0.05
H 2.4135 3.3490 -0.4195  0.11
H 2.9941 2.4038 -1.9308  0.08
H -3.9699 0.8630 0.8181  0.08
H -3.4077 0.6331 -0.8132  0.05
H -2.7119 -0.4562 0.4088  0.08
H 1.0784 0.2950 1.9124  0.07
H 1.2017 -0.5428 3.3240  0.05
H 2.1905 -1.0782 2.1496  0.07
H 2.5216 0.8813 0.1911  0.13
H 1.4865 0.3858 -1.1478  0.12



A molecular structure, C8H15N, computed with ωB97M-V with the def2-TZVPD basis set.

As for the highest occupied orbital energy (spin up / spin down): -7.92 / -7.92 eV. The value obtained for the gap between HOMO and LUMO (spin up / spin down) is 8.27 / 8.27 eV. For the energy relative to the best compared isomer or geometry (same formula, charge and spin), the calculation gives 108.3 kcal per mole. The max |F| is 0.54 eV Å⁻¹.

Each line ends with the Löwdin charge.
Atoms and positions in Å:
C 1.4859 -1.0352 0.0508  -0.18
C 1.2364 -1.8366 -1.1845  -0.10
C 3.3677 -0.5098 -0.3377  0.02
N 2.3416 -0.0086 0.2932  -0.05
H 0.8219 -1.2425 0.8890  0.11
H 4.2882 -0.3635 0.2553  0.04
H 1.7430 -1.3917 -2.0392  0.07
H 0.1515 -1.8704 -1.3355  0.06
H 1.5824 -2.8693 -1.0993  0.08
C -0.5585 1.4218 1.5426  -0.06
C -0.2989 2.0095 -0.8998  -0.07
C -2.3501 -0.9704 0.6045  -0.10
C -0.9111 1.0838 0.1185  -0.38
C -1.6811 0.0576 -0.2588  -0.16
H -1.8507 -0.0698 -1.3259  0.10
H -0.8729 2.4440 1.7770  0.08
H -1.0170 0.7576 2.2735  0.06
H -0.6234 3.0417 -0.7318  0.08
H 0.7919 2.0024 -0.8123  0.07
H -0.5649 1.7303 -1.9204  0.07
H 0.5266 1.3847 1.6763  0.07
H -2.1804 -0.8134 1.6692  0.06
H -3.4319 -0.9746 0.4385  0.07
H -1.9963 -1.9777 0.3569  0.07